104
Properties=species:S:1:pos:R:3:forces:R:3 method="wB97M-V/def2-TZVPD" smiles="CC[C@H](F)N(CCCCCOC)S(=O)(=O)F.COCCOCCOC.COCCOCCOC.COCCOCCOC" e_lumo_ev=0.6 homo_ev=-9.02
C -1.83363 -4.56645 -2.13445 -0.06 0.01 0.10
C -2.68534 -4.47936 -0.86887 0.26 0.01 -0.27
C -2.11441 -3.51133 0.14224 0.24 -0.24 0.13
F -1.83999 -2.32324 -0.49686 -0.15 0.06 0.09
N -0.81205 -4.00380 0.72093 -0.49 0.40 0.17
C 0.22993 -2.94000 0.94275 0.57 -0.19 -0.10
C 1.35349 -3.00704 -0.09997 -0.22 -0.16 -0.18
C 1.20215 -1.99072 -1.23173 -0.04 -0.24 0.08
C 2.24147 -2.11818 -2.35136 0.06 0.20 -0.01
C 3.68565 -2.39618 -1.92475 0.12 0.06 0.12
O 4.04934 -3.73555 -2.21934 -0.22 -0.09 -0.16
C 5.28045 -3.89426 -2.88352 0.03 -0.03 0.08
S -1.00607 -4.76690 2.16534 0.23 0.16 -0.13
O -1.58114 -3.91488 3.14992 -0.11 -0.10 0.04
O 0.14427 -5.53870 2.45148 0.05 -0.01 0.06
F -2.13147 -5.76996 1.75323 -0.09 -0.05 -0.02
H -2.27437 -5.28487 -2.82422 0.04 -0.01 -0.02
H -0.82702 -4.90376 -1.88349 0.02 0.01 -0.06
H -1.76532 -3.60450 -2.64081 0.00 -0.01 0.00
H -2.73489 -5.46565 -0.41893 -0.16 -0.04 0.12
H -3.70241 -4.15911 -1.10150 -0.01 0.00 0.01
H -2.81657 -3.29173 0.95252 0.01 0.07 -0.04
H 0.67774 -3.11254 1.92209 -0.10 -0.01 0.01
H -0.23529 -1.95803 0.98084 -0.06 -0.01 -0.01
H 1.35683 -4.01819 -0.51695 0.06 0.00 0.03
H 2.30894 -2.89991 0.41479 -0.01 0.13 0.00
H 1.19693 -0.97720 -0.82024 0.08 -0.01 0.05
H 0.21709 -2.14965 -1.67202 -0.04 0.17 -0.05
H 1.94783 -2.90776 -3.04588 0.06 -0.07 0.05
H 2.23785 -1.18773 -2.92458 -0.11 -0.03 -0.04
H 4.36843 -1.70707 -2.43169 -0.01 -0.05 -0.06
H 3.81816 -2.23310 -0.85067 0.03 0.11 0.00
H 6.12419 -3.86266 -2.18493 0.03 0.06 -0.03
H 5.26854 -4.86862 -3.37020 0.01 -0.02 0.05
H 5.42014 -3.12642 -3.65154 0.03 0.00 0.00
C -10.05638 -5.77522 5.14392 -0.01 -0.09 -0.01
O -8.81229 -6.00793 4.52635 0.10 0.20 0.06
C -8.78394 -5.74381 3.13722 -0.09 -0.15 -0.03
C -7.52294 -5.02089 2.72142 0.07 -0.10 -0.10
O -7.43016 -3.68408 3.17370 -0.04 0.11 -0.08
C -7.10480 -3.44595 4.53216 -0.04 0.07 0.11
C -5.67001 -3.74309 4.90098 0.09 0.01 0.14
O -5.41731 -5.13415 4.95905 -0.11 -0.04 -0.19
C -4.16005 -5.50592 4.43634 -0.07 -0.02 0.12
H -10.77148 -6.57809 4.93133 -0.02 0.02 -0.03
H -9.88470 -5.73689 6.21862 0.00 -0.04 0.00
H -10.49070 -4.82181 4.82430 0.00 0.01 0.00
H -9.65438 -5.14821 2.84005 0.01 0.04 0.03
H -8.82055 -6.69511 2.58920 -0.07 0.03 -0.05
H -7.55618 -4.94299 1.63118 0.04 -0.02 0.00
H -6.63733 -5.60236 2.98781 -0.07 0.01 0.13
H -7.79077 -3.95953 5.20939 0.07 -0.11 -0.04
H -7.24806 -2.37041 4.66145 -0.03 -0.01 0.02
H -5.47589 -3.29948 5.88707 0.05 0.06 -0.03
H -5.00432 -3.25973 4.17638 -0.01 -0.02 -0.02
H -3.98426 -5.03235 3.46653 0.02 0.00 0.01
H -4.16753 -6.58738 4.30475 0.00 0.00 0.05
H -3.34444 -5.23339 5.11382 0.04 0.03 -0.05
C 1.41741 -0.13067 3.13843 -0.14 -0.08 -0.10
O 1.05592 0.93230 2.28803 0.21 0.06 -0.03
C 0.41848 2.02218 2.92650 -0.14 -0.09 0.00
C 0.91848 3.34573 2.39520 -0.13 0.08 -0.07
O 2.25294 3.65978 2.74409 0.03 0.08 0.11
C 3.30928 2.98297 2.08881 0.11 -0.08 0.04
C 3.50731 3.35730 0.63801 0.10 -0.05 -0.14
O 2.49879 2.81254 -0.19206 -0.18 0.07 0.17
C 2.08257 3.67010 -1.23228 0.09 -0.08 -0.05
H 0.55207 -0.75798 3.38318 0.02 0.00 0.09
H 2.14851 -0.73450 2.60010 -0.02 -0.04 0.01
H 1.87492 0.22318 4.06798 -0.01 0.04 -0.01
H 0.57430 1.98070 4.01010 0.06 0.00 0.00
H -0.66186 1.97050 2.73608 -0.02 0.01 0.09
H 0.31667 4.12380 2.87168 -0.01 0.01 -0.03
H 0.75544 3.41299 1.31704 0.07 -0.11 0.01
H 3.22495 1.89896 2.19385 -0.09 0.02 -0.08
H 4.20783 3.30180 2.62265 0.01 -0.03 0.01
H 4.48356 2.96311 0.32224 0.04 0.09 0.00
H 3.53590 4.44958 0.54675 -0.04 0.01 0.01
H 1.88621 4.68218 -0.86221 0.01 0.01 -0.01
H 1.15943 3.26316 -1.64176 0.02 -0.03 -0.02
H 2.83197 3.72471 -2.02894 -0.02 0.07 -0.02
C 5.25472 5.21031 -2.97911 -0.08 -0.03 0.10
O 4.39280 6.30682 -3.17340 0.07 0.04 -0.22
C 4.82793 7.51382 -2.57537 -0.05 -0.06 0.16
C 4.61796 8.70388 -3.48330 -0.11 0.09 0.08
O 5.45779 8.73579 -4.62065 0.12 0.08 0.00
C 5.17408 7.86805 -5.70233 0.06 -0.10 -0.08
C 3.95008 8.23400 -6.50933 -0.09 -0.06 -0.14
O 2.75256 7.94612 -5.81140 0.09 0.09 0.20
C 1.73062 8.89722 -5.99674 -0.04 -0.06 -0.07
H 5.14905 4.79320 -1.97044 0.07 -0.01 0.01
H 4.98008 4.44554 -3.70479 -0.04 -0.02 0.03
H 6.30271 5.48333 -3.14160 0.00 0.02 0.00
H 5.88737 7.44909 -2.30402 0.02 -0.01 -0.05
H 4.25209 7.68772 -1.65628 0.07 0.01 0.05
H 4.89855 9.58881 -2.90629 -0.04 0.01 0.00
H 3.56426 8.80342 -3.75343 0.03 -0.13 -0.04
H 5.12402 6.82446 -5.38353 -0.11 0.04 0.05
H 6.03329 7.97383 -6.36899 0.01 -0.03 0.01
H 3.97407 7.64856 -7.43847 0.02 0.08 -0.05
H 3.99664 9.29621 -6.77529 0.00 0.01 0.04
H 2.10504 9.91840 -5.86371 0.00 0.00 0.00
H 0.96674 8.70460 -5.24515 -0.02 -0.03 -0.02
H 1.27550 8.81626 -6.99052 0.02 0.03 -0.01

---

44
Properties=species:S:1:pos:R:3:forces:R:3 method="wB97M-V/def2-TZVPD" smiles="Cc1cc(C)cc(NC(=O)c2ccc(CSc3nnc(C)s3)cc2)c1" e_lumo_ev=0.5 homo_ev=-8.27
C 7.24556 1.01895 -1.35390 0.00 -0.05 -0.03
C 6.33330 0.12558 -0.56787 -0.06 -0.03 0.07
C 6.84608 -0.70576 0.41901 -0.09 -0.02 0.00
C 6.01981 -1.55274 1.14519 0.06 0.14 -0.16
C 6.59727 -2.43333 2.21172 0.00 0.02 0.01
C 4.65852 -1.56949 0.88104 -0.11 -0.10 0.08
C 4.12977 -0.74506 -0.10461 0.30 -0.07 0.15
N 2.76538 -0.71227 -0.41367 -0.01 0.34 -0.27
C 1.75142 -1.48067 0.07728 -0.10 0.07 -0.09
O 1.88559 -2.37246 0.88989 0.05 -0.11 0.04
C 0.41625 -1.14266 -0.50559 -0.31 0.03 0.01
C -0.49898 -2.17872 -0.67213 0.12 -0.01 0.04
C -1.74983 -1.92961 -1.19816 0.08 0.13 -0.03
C -2.11766 -0.63613 -1.55584 0.21 0.04 0.02
C -3.48070 -0.36823 -2.10107 -0.36 0.12 0.38
S -4.74614 -0.45911 -0.76918 -0.10 -0.43 -0.41
C -4.46738 1.05706 0.00157 -0.40 0.10 0.61
N -3.68151 1.98356 -0.43235 -0.04 -1.18 -0.96
N -3.65771 3.05895 0.34180 0.35 1.54 0.66
C -4.41169 3.00114 1.37466 -0.54 -0.70 0.23
C -4.55837 4.07288 2.38022 -0.07 0.12 0.19
S -5.29329 1.47311 1.49528 0.71 0.39 -0.65
C -1.21785 0.40455 -1.35910 -0.04 -0.04 -0.15
C 0.03993 0.15417 -0.84183 0.13 -0.19 0.04
C 4.97225 0.09941 -0.82358 -0.03 -0.06 0.06
H 7.79126 0.43506 -2.09548 0.06 0.03 -0.07
H 6.68473 1.79156 -1.87406 0.01 0.08 -0.05
H 7.97526 1.49293 -0.70065 0.06 0.07 0.00
H 7.90705 -0.69227 0.62481 0.16 0.01 0.03
H 6.98929 -1.82768 3.02846 0.03 -0.02 0.08
H 5.84161 -3.10435 2.61046 -0.01 -0.07 0.06
H 7.41936 -3.02597 1.81340 0.05 -0.07 0.03
H 4.00420 -2.22133 1.43451 -0.02 -0.03 0.02
H 2.52053 -0.05117 -1.13797 -0.05 -0.20 0.13
H -0.20789 -3.17666 -0.38165 0.03 -0.08 0.04
H -2.45476 -2.73853 -1.32578 -0.06 -0.11 -0.02
H -3.56160 0.62354 -2.54044 0.02 -0.09 -0.11
H -3.79126 -1.13314 -2.81231 -0.02 0.07 -0.02
H -5.59682 4.39577 2.43856 -0.02 0.09 0.05
H -3.93143 4.91405 2.09771 0.01 0.02 0.00
H -4.26037 3.71094 3.36324 0.02 0.07 0.07
H -1.51288 1.41438 -1.59886 -0.03 0.05 -0.01
H 0.70925 0.98538 -0.66908 0.07 0.07 0.02
H 4.55776 0.74120 -1.59010 -0.04 0.08 -0.09

---

10
Properties=species:S:1:pos:R:3:forces:R:3 method="wB97M-V/def2-TZVPD" smiles="C=O.O.O" e_lumo_ev=0.7 homo_ev=-10.17
C 1.04404 -1.66586 0.44860 -1.09 -0.69 0.87
O 2.18364 -1.45133 0.70938 0.96 0.53 -0.45
H 0.42610 -2.20163 1.18643 -0.26 -0.09 0.01
H 0.49502 -1.38679 -0.45864 0.37 0.31 -0.42
O -2.22607 -0.32074 -0.01082 0.67 -1.24 0.16
H -1.85493 -0.60183 -0.86160 -0.41 0.55 0.30
H -2.69820 0.49186 -0.11502 -0.24 0.68 -0.46
O 0.64289 2.33251 -0.61904 -1.02 1.01 0.71
H 1.47946 1.92591 -0.46486 1.00 -0.57 0.08
H 0.50805 2.87790 0.18556 0.02 -0.49 -0.80

---

42
Properties=species:S:1:pos:R:3:forces:R:3 method="wB97M-V/def2-TZVPD" e_lumo_ev=-1.7 homo_ev=-8.68
Zr -1.14645 2.81999 -0.24446 0.47 1.23 0.19
Br -0.47711 2.59712 2.22444 0.04 -0.11 0.40
C -3.67643 4.52015 2.36763 0.24 0.19 -0.06
Br -3.32565 4.78481 0.64281 -0.20 0.00 0.18
H -3.68280 5.42057 2.97561 -0.05 -0.21 -0.08
H -3.31895 3.58150 2.77218 -0.10 0.07 0.01
C 2.06387 3.88514 -0.28620 0.01 -0.50 -0.15
O 1.20963 2.72397 -0.48861 0.17 0.10 -0.06
C 1.87267 1.50781 -0.49197 0.18 0.62 -0.04
C 3.23766 1.38898 -0.61833 0.24 0.02 -0.03
C 3.79654 0.11751 -0.61184 0.04 0.00 0.00
Br 5.66628 -0.05285 -0.81268 0.01 0.00 0.00
C 3.02215 -1.00798 -0.44693 0.00 -0.15 0.03
C 1.64378 -0.86854 -0.30250 -0.04 -0.56 0.04
C 1.08698 0.38829 -0.36907 -0.37 -0.34 0.06
O -0.26927 0.59361 -0.32951 0.11 0.59 0.02
C 0.79483 -2.06411 -0.10512 0.07 0.10 0.20
N 1.01189 -3.21979 -0.65012 -0.32 -0.26 0.02
C -0.03208 -4.03186 -0.19283 0.39 -0.16 -0.25
C -0.29402 -5.37392 -0.46885 0.01 -0.14 -0.06
C -1.40199 -5.95024 0.12129 -0.02 0.08 0.04
C -2.24710 -5.21082 0.97412 0.07 -0.03 -0.06
C -2.00137 -3.88069 1.25628 -0.02 -0.01 -0.02
C -0.87781 -3.32031 0.65171 0.04 0.33 0.17
N -0.33167 -2.04525 0.69753 -0.16 0.17 -0.10
H 2.71072 3.68901 0.55996 0.12 0.01 0.15
H 1.42193 4.71401 -0.07204 -0.36 0.33 0.07
H 2.63436 4.06461 -1.19206 0.05 0.02 -0.08
H 3.87153 2.25446 -0.73647 -0.01 -0.06 0.00
H 3.45557 -1.99896 -0.42076 -0.03 0.06 -0.01
H -0.77009 -0.21846 -0.48077 -0.31 -0.10 -0.04
H 0.36159 -5.93591 -1.12595 -0.09 0.06 0.07
H -1.63200 -6.99184 -0.07455 0.02 0.10 0.02
H -3.11227 -5.69532 1.41416 0.09 0.04 -0.05
H -2.65857 -3.30358 1.89889 0.10 -0.06 -0.08
H -0.58448 -1.32139 1.35286 0.01 -0.02 0.01
N -3.31387 0.43781 0.24781 -0.22 -0.03 -0.01
C -2.92067 1.50239 0.02773 -0.16 -0.45 0.08
S 0.76452 1.47358 -4.01567 -0.12 0.08 0.10
C -0.31437 2.11923 -3.05335 -0.42 0.21 0.17
N -1.11921 2.60542 -2.30615 0.62 -0.52 -0.84
S -1.11826 5.30184 -0.28821 -0.10 -0.70 -0.02